# 1
This record from the OMol25 dataset describes a gas-phase ion, C19H15O4S (charge -1) at a distorted geometry. The level of theory is ωB97M-V/def2-TZVPD.

Each line ends with the natural charge from an NBO analysis.
Atoms and positions in Å:
O -1.6933 -0.0506 3.1298  -0.630
C -0.7725 -0.4555 2.4192  0.558
C 0.4141 0.3303 2.1090  -0.374
C 1.4997 -0.1766 1.4867  -0.115
C 1.5823 -1.5812 0.9969  0.348
O 2.6286 -2.0430 0.4829  -0.768
C 0.3883 -2.3486 1.1532  -0.440
C -0.8315 -1.9070 1.8141  -0.367
C -1.4346 -2.8691 2.8488  -0.438
C -0.5377 -4.0620 3.2004  -0.016
C 0.5953 -3.7766 3.9773  -0.184
C 1.5975 -4.7333 4.1281  -0.209
C 1.4523 -5.9981 3.5640  -0.228
C 0.2655 -6.3113 2.9022  -0.218
C -0.7454 -5.3633 2.7371  -0.159
S -3.1882 -3.4560 2.6298  2.135
O -3.3985 -4.5727 3.5220  -0.959
O -3.4207 -3.5543 1.2060  -0.951
C -4.2945 -2.1758 3.2858  -0.219
C -5.0257 -2.3724 4.4668  -0.217
C -5.8623 -1.3433 4.9174  -0.228
C -5.9812 -0.1531 4.1928  -0.205
C -5.2718 -0.0005 3.0020  -0.202
C -4.4567 -1.0241 2.5264  -0.188
H 0.3814 1.3600 2.4618  0.202
H 2.3643 0.4564 1.2967  0.201
H 0.3739 -3.3543 0.7279  0.202
H -1.4927 -1.8157 0.9253  0.266
H -1.6346 -2.3106 3.7711  0.251
H 0.6822 -2.7780 4.4206  0.213
H 2.4884 -4.4728 4.6876  0.206
H 2.2362 -6.7448 3.6760  0.203
H 0.1048 -7.3067 2.5020  0.200
H -1.6654 -5.6620 2.2354  0.219
H -4.9349 -3.3115 5.0167  0.243
H -6.4224 -1.4760 5.8441  0.209
H -6.6226 0.6519 4.5562  0.208
H -5.3395 0.9157 2.4257  0.211
H -3.9405 -0.9358 1.5724  0.240

Atoms 1-6, force components in eV/Å:
O 0.5 0.0 -0.2
C -0.3 -1.2 -0.2
C -0.2 0.4 0.1
C -0.4 -0.4 -0.1
C -2.1 -1.6 0.4
O 0.9 0.5 -0.3

Energy relative to the best compared isomer or geometry (same formula, charge and spin)   0.0 kcal/mol
E_HOMO   -2.881 eV
Net charge   -1
SMILES   O=C1C=CC([O-])=C[C@H]1[C@H](c1ccccc1)S(=O)(=O)c1ccccc1
2S+1   1



# 2
This record from the OMol25 dataset describes a gas-phase ion, C5H8N (charge +1) at a distorted geometry. The level of theory is ωB97M-V/def2-TZVPD.

Each line ends with the natural charge from an NBO analysis.
Atoms and positions in Å:
C -2.5671 -0.4687 0.1825  -0.687
C -1.5879 0.3801 -0.5236  0.260
N -0.3736 0.4710 -0.3948  -0.284
C 0.8830 0.0036 0.0750  0.440
C 2.0401 0.6348 0.6709  -0.468
C 2.1747 -0.5016 -0.3435  -0.449
H -2.6138 -1.4394 -0.3230  0.277
H -2.2375 -0.5439 1.2109  0.257
H -3.5516 -0.0277 0.0878  0.267
H -1.8899 1.1667 -1.3365  0.249
H 2.2971 1.7149 0.4767  0.290
H 2.3898 0.4624 1.6569  0.283
H 2.4454 -1.5090 -0.1105  0.285
H 2.5912 -0.3431 -1.3289  0.280

Atoms 1-6, force components in eV/Å:
C 0.1 0.0 -0.3
C -2.1 2.2 -2.5
N 8.2 -3.0 2.7
C -5.4 3.3 -2.1
C 0.6 1.1 0.0
C 0.1 0.1 -1.1

Energy relative to the best compared isomer or geometry (same formula, charge and spin)   88.0 kcal/mol
E_HOMO   -15.745 eV
Net charge   +1
SMILES   CC=[N+]=C1CC1
2S+1   1



# 3
This record from the OMol25 dataset describes a single C3H5N5 molecule at a distorted geometry. The level of theory is ωB97M-V/def2-TZVPD.

Each line ends with the natural charge from an NBO analysis.
Atoms and positions in Å:
H 2.1362 1.8263 -1.0222  0.315
N 1.4361 1.4427 -1.6806  -0.669
C 0.5985 0.7052 -1.1268  0.517
N -0.4137 0.1827 -1.9154  -0.494
C -1.3461 -0.4976 -1.2477  0.299
N -1.2860 -0.9305 0.0396  -0.601
C -0.3329 -0.3930 0.7748  0.633
N -0.2825 -0.6898 2.1015  -0.783
N 0.6607 0.3431 0.2386  -0.616
H -2.2297 -0.7940 -1.8499  0.189
H -0.7931 -1.5338 2.3553  0.417
H 0.6619 -0.6411 2.5052  0.386
H 1.1907 0.9799 0.8276  0.408

Atoms 1-6, force components in eV/Å:
H -0.4 -0.4 -0.4
N 1.9 1.7 0.0
C -0.4 -0.8 -0.7
N -2.2 -1.1 1.8
C 1.6 0.5 -1.8
N -0.2 0.7 0.7

Energy relative to the best compared isomer or geometry (same formula, charge and spin)   5.9 kcal/mol
E_HOMO   -8.767 eV
SMILES   [H]/N=c1/ncnc(N)[nH]1
2S+1   1



# 4
This record from the OMol25 dataset describes 5 unconnected molecules or ions with the total composition C40H52N7O8 at a distorted geometry. The level of theory is ωB97M-V/def2-TZVPD.

Each line ends with the Mulliken charge.
Atoms and positions in Å:
C 1.0970 0.1460 4.4772  -0.363
C 0.4560 0.1942 3.4761  -0.232
N -0.3286 0.3252 2.3683  0.512
C -0.1990 1.5997 1.6081  -0.083
C -0.7983 1.5948 0.1871  -0.990
C -1.9567 2.5844 0.1022  -1.174
C -3.2265 2.1092 0.8758  -0.114
C -3.3919 2.8247 2.2330  -0.350
C -4.8489 3.0811 2.6913  -1.269
C -5.9107 2.1680 2.0660  -0.210
C -7.1553 1.9728 2.9606  -0.445
C -8.4931 2.2733 2.2800  -1.042
C -8.7240 1.6086 0.9118  -0.493
C -9.4982 0.2850 0.9190  -0.899
C -8.8178 -0.8853 1.6414  -0.293
C -9.0420 -0.9369 3.1719  -1.131
C -1.1841 -0.6854 2.1259  -0.428
N -2.1437 -0.9931 3.0534  -0.295
N -1.0910 -1.4600 0.9623  -0.430
H 1.8417 0.3465 5.2178  0.496
H 0.8604 1.8461 1.5655  0.286
H -0.6793 2.3694 2.2105  0.273
H -1.0578 0.6085 -0.1860  0.478
H -0.0118 1.9650 -0.4717  0.374
H -2.2297 2.6927 -0.9491  0.438
H -1.6507 3.5765 0.4349  0.468
H -3.0619 1.0472 1.0793  -0.012
H -4.0694 2.2687 0.2126  0.600
H -2.8849 3.7902 2.1923  0.253
H -2.8745 2.2532 3.0114  0.193
H -4.8856 2.9142 3.7704  0.440
H -5.1168 4.1233 2.5265  0.295
H -6.2522 2.6447 1.1450  0.334
H -5.5237 1.1877 1.7824  0.277
H -7.0601 2.6830 3.7883  0.473
H -7.1426 0.9902 3.4311  0.094
H -9.3024 2.0165 2.9644  0.423
H -8.5780 3.3532 2.1373  0.371
H -7.8008 1.4543 0.3521  0.316
H -9.3211 2.3085 0.3222  0.284
H -10.5246 0.4110 1.2693  0.336
H -9.5849 -0.0228 -0.1277  0.365
H -9.2593 -1.7941 1.2279  0.411
H -7.7568 -0.9339 1.3856  0.237
H -8.1010 -1.0748 3.7044  0.243
H -9.6479 -1.8071 3.4179  0.362
H -9.5359 -0.0407 3.5342  0.292
H -1.9007 -1.8143 3.6134  0.315
H -2.2621 -0.2003 3.6841  0.317
H -1.0256 -2.4354 1.2675  0.367
H -1.9768 -1.4202 0.4548  0.330
C 1.7038 3.8712 3.7961  -0.362
C 1.0335 5.0574 3.5219  -0.516
C 1.6812 6.0808 2.8479  -0.438
C 2.9937 5.8939 2.4573  0.045
C 3.6789 4.7244 2.7294  -0.482
C 3.0264 3.7050 3.4044  -0.296
N 3.6793 6.9695 1.7186  1.015
O 3.0581 7.9899 1.5110  -0.600
O 4.8195 6.7621 1.3598  -0.600
H 1.1920 3.0716 4.3181  0.448
H 0.0046 5.1864 3.8319  0.477
H 1.1671 7.0055 2.6315  0.482
H 4.7062 4.6025 2.4187  0.487
H 3.5435 2.7940 3.6285  0.321
C 6.6904 -0.5042 -1.0188  -0.328
C 6.3894 -1.5380 -0.1397  -0.667
C 5.4940 -1.3303 0.8965  -0.286
C 4.9103 -0.0820 1.0324  0.078
C 5.2009 0.9608 0.1686  -0.134
C 6.0985 0.7426 -0.8623  -0.835
N 3.9553 0.1443 2.1188  0.924
O 3.7165 -0.7686 2.8824  -0.596
O 3.4304 1.2472 2.1997  -0.478
H 7.3894 -0.6662 -1.8272  0.504
H 6.8552 -2.5059 -0.2625  0.427
H 5.2611 -2.1294 1.5848  0.481
H 4.7406 1.9299 0.2938  0.491
H 6.3392 1.5453 -1.5454  0.431
C 5.0919 -2.8598 -6.6734  -0.588
C 5.3431 -1.5115 -6.4534  -0.455
C 6.3559 -1.1255 -5.5903  -0.421
C 7.1040 -2.1036 -4.9607  0.173
C 6.8635 -3.4512 -5.1617  -0.535
C 5.8487 -3.8285 -6.0263  -0.429
N 8.1972 -1.7014 -4.0646  1.052
O 8.3850 -0.5101 -3.8946  -0.619
O 8.8558 -2.5784 -3.5465  -0.609
H 4.3055 -3.1579 -7.3547  0.425
H 4.7532 -0.7596 -6.9592  0.392
H 6.5577 -0.0787 -5.4186  0.472
H 7.4588 -4.1998 -4.6599  0.493
H 5.6500 -4.8771 -6.2012  0.647
C 1.1524 -5.9616 -3.2817  -0.383
C 2.5129 -5.6912 -3.3425  -0.531
C 3.2520 -6.0957 -4.4421  -0.143
C 2.6103 -6.7637 -5.4683  0.012
C 1.2582 -7.0471 -5.4225  -0.381
C 0.5269 -6.6417 -4.3181  -0.440
N 3.3839 -7.1785 -6.6509  1.011
O 4.5757 -6.9346 -6.6622  -0.612
O 2.7860 -7.7358 -7.5438  -0.594
H 0.5769 -5.6413 -2.4230  0.374
H 2.9997 -5.1635 -2.5337  0.393
H 4.3101 -5.8891 -4.4924  0.470
H 0.7770 -7.5744 -6.2326  0.463
H -0.5319 -6.8547 -4.2679  0.366

Atoms 1-6, force components in eV/Å:
C 1.0 0.6 0.3
C -1.6 0.5 0.2
N -0.1 -0.2 -0.2
C 0.7 -0.3 -1.1
C 0.4 1.0 0.2
C -0.8 -0.6 -0.4

E_HOMO   -11.675 eV
Net charge   +1
2S+1   1



# 5
This record from the OMol25 dataset describes a molecular structure, C17H14ClNO4Sn at a distorted geometry. The level of theory is ωB97M-V/def2-TZVPD.

Each line ends with the natural charge from an NBO analysis.
Atoms and positions in Å:
C 1.3636 2.9572 2.5603  -0.428
C 0.4183 3.9595 2.1913  -0.377
C 0.5416 4.1686 0.7927  -0.314
H -0.2475 4.5062 2.8563  0.183
C 1.6023 3.3632 0.2939  -0.339
C 2.1065 2.5997 1.3860  -0.371
H 2.9095 1.8701 1.3138  0.194
H 1.5049 2.5478 3.5513  0.176
H -0.0475 4.8425 0.2003  0.203
H 1.9527 3.3053 -0.7378  0.195
Sn -0.5576 0.4780 1.9202  1.427
Cl -2.4543 -0.9890 1.7893  -0.718
C -2.7640 1.5331 -1.7719  -0.379
C -1.7265 2.1575 -2.5411  -0.367
C -1.5497 3.4550 -1.9907  -0.337
H -1.1330 1.7010 -3.3371  0.173
C -2.6858 3.7710 -1.1761  -0.375
C -3.3855 2.5439 -0.9551  -0.383
H -4.1513 2.3772 -0.1976  0.174
H -2.9769 0.4675 -1.7504  0.177
H -0.7866 4.1705 -2.2986  0.171
H -2.9450 4.7514 -0.7681  0.173
O 2.1199 -0.3225 -0.2526  -0.594
C 1.0325 -0.8871 -0.2101  0.755
O -0.1401 -0.3005 0.0244  -0.892
C 0.9440 -2.3962 -0.3125  -0.087
C -0.2746 -3.1078 -0.1768  -0.175
C -0.2851 -4.4924 -0.0360  -0.201
C 0.9289 -5.1985 -0.0331  0.060
C 2.1354 -4.5155 -0.2831  -0.216
C 2.1448 -3.1336 -0.4323  -0.179
N 0.9173 -6.5742 0.3322  0.494
O -0.1875 -7.1011 0.6077  -0.404
O 1.9934 -7.2103 0.3627  -0.408
H -1.2264 -2.5759 -0.1400  0.270
H -1.2142 -5.0262 0.1436  0.243
H 3.0493 -5.0933 -0.3044  0.231
H 3.0741 -2.6019 -0.6207  0.244

Atoms 1-6, force components in eV/Å:
C 0.3 0.3 -0.8
C 0.2 -0.7 -0.3
C 0.9 -0.4 0.1
H 0.0 -0.2 -0.1
C -0.5 0.0 0.9
C -0.6 0.3 0.2

E_HOMO   -0.030 eV
Net charge   -2
2S+1   1



# 6
This record from the OMol25 dataset describes a molecular structure, C38H21F15GeN6OsS2. The level of theory is ωB97M-V/def2-TZVPD.

Each line ends with the Mulliken charge.
Atoms and positions in Å:
Os 0.9421 -1.4982 -0.4382  1.643
C 5.3404 -0.8476 -1.3014  -1.956
C 3.8592 -0.7471 -1.1550  0.580
N 3.0449 -1.7062 -0.9070  0.672
N 3.5197 -2.9925 -0.7762  -0.736
C 2.8020 -3.9116 -1.4721  0.560
N 3.2807 -5.1376 -1.5912  -0.372
S 1.3332 -3.4019 -2.1361  -0.386
C 3.1802 0.5328 -1.3547  0.576
C 3.8392 1.6689 -1.7825  -0.894
C 3.0963 2.8133 -2.0373  -1.244
C 1.7286 2.7595 -1.8554  -1.228
C 1.1526 1.5830 -1.4017  0.582
N 1.8507 0.4807 -1.1432  0.609
H 5.7679 -1.8071 -1.0283  0.409
H 5.8177 -0.0900 -0.6780  0.440
H 5.6145 -0.6446 -2.3391  0.453
H 4.4774 -3.1440 -0.5024  0.305
H 4.1964 -5.4063 -1.2655  0.203
H 2.7334 -5.8322 -2.0752  0.263
H 4.9098 1.6615 -1.9256  0.546
H 3.5779 3.7186 -2.3822  0.508
H 1.0950 3.6108 -2.0653  0.563
H 0.0901 1.5335 -1.2516  -0.491
C 2.7899 -1.3307 2.1720  -2.005
N 1.7535 -2.0491 1.3946  0.007
C 1.1000 -2.9944 2.0152  -0.019
C -0.0002 -3.5563 1.3738  -0.331
C -0.8914 -4.6101 1.5902  -1.029
C -1.6907 -4.6733 0.4585  -0.838
C -1.2517 -3.6719 -0.4216  -0.629
N -0.2433 -2.9915 0.1352  1.280
C 2.3555 0.0182 2.6750  0.447
C 2.8656 1.1947 2.1414  0.127
C 2.4291 2.4280 2.6023  -1.006
C 1.4777 2.4880 3.6110  -0.490
C 0.9813 1.3166 4.1681  -0.832
C 1.4242 0.0890 3.7055  -0.030
H 3.7173 -1.2707 1.6022  0.356
H 2.9966 -1.9711 3.0327  0.747
H 1.4151 -3.3098 3.0045  0.560
H -0.9450 -5.2395 2.4646  0.551
H -2.5011 -5.3602 0.2740  0.523
H -1.6250 -3.4291 -1.4044  0.388
H 3.6597 1.1518 1.4035  0.467
H 2.8547 3.3402 2.2017  0.461
H 1.1470 3.4451 3.9906  0.593
H 0.2616 1.3629 4.9749  0.442
H 1.0407 -0.8220 4.1537  0.395
F -1.3668 3.3510 -2.0367  -0.424
C -1.3818 3.6865 -0.7334  0.069
C -1.6905 2.7404 0.2260  0.512
C -1.6105 3.1499 1.5482  -0.233
F -1.8790 2.2710 2.5221  -0.503
C -1.2791 4.4402 1.9092  0.159
F -1.2412 4.8035 3.1854  -0.363
C -0.9733 5.3607 0.9184  0.666
F -0.6266 6.5905 1.2437  -0.287
C -1.0149 4.9804 -0.4124  0.353
F -0.6893 5.8453 -1.3665  -0.332
Ge -2.0879 0.8564 -0.1118  1.662
S -0.3638 -0.1728 0.9118  -0.547
C -3.7684 0.3087 0.6821  -0.061
C -4.6313 1.1379 1.3826  0.283
F -4.3347 2.4228 1.5795  -0.264
C -5.8383 0.6804 1.8821  0.090
F -6.6402 1.4932 2.5508  -0.269
C -6.2105 -0.6379 1.6708  0.740
F -7.3585 -1.0814 2.1394  -0.267
C -5.3798 -1.4887 0.9566  -0.146
F -5.7340 -2.7504 0.7380  -0.280
C -4.1855 -0.9956 0.4784  -0.091
F -3.3976 -1.8252 -0.2367  -0.120
C -2.2537 0.4662 -2.0273  1.494
C -3.3318 1.0718 -2.6600  0.610
F -4.1086 1.8999 -1.9541  -0.385
C -3.6482 0.8612 -3.9899  0.146
F -4.6859 1.4606 -4.5419  -0.261
C -2.8563 0.0067 -4.7425  0.684
F -3.1305 -0.2133 -6.0106  -0.274
C -1.7691 -0.6179 -4.1515  0.004
F -0.9966 -1.4389 -4.8539  -0.286
C -1.5062 -0.3728 -2.8202  -1.827
F -0.4004 -1.0411 -2.3294  0.008

Atoms 1-6, force components in eV/Å:
Os 0.5 0.4 -0.1
C 0.0 0.0 0.0
C 0.0 0.2 -0.1
N -0.1 0.0 0.2
N -0.2 -0.3 -0.1
C -0.1 0.0 0.0

Energy relative to the best compared isomer or geometry (same formula, charge and spin)   31.7 kcal/mol
E_HOMO   -13.433 eV
Net charge   +2
2S+1   1